258
Properties=species:S:1:pos:R:3:forces:R:3:lowdin_charge:R:1 method="wB97M-V/def2-TZVPD" orbital_gap_ev=8.224 e_tot_ha=-5195.9349 charge=0 de_lowest_kcal_mol=0.0 lumo_energy_ev=0.256
H 12.455 -30.466 8.883 0.37 0.07 -0.33 0.086
H 15.932 -32.641 21.801 0.01 -0.06 0.37 0.077
H 7.498 -31.643 16.545 0.00 0.06 0.61 0.085
H 19.904 -23.917 11.288 0.17 0.24 -0.23 0.079
O 15.115 -24.587 15.307 0.52 3.68 -2.82 0.090
C 11.326 -21.973 19.293 0.89 0.42 -3.86 -0.288
C 13.736 -30.272 20.360 -1.34 0.45 1.24 -0.437
H 15.930 -29.026 14.555 -0.19 0.32 0.14 0.072
C 12.807 -21.578 19.173 0.00 0.76 1.65 -0.010
H 14.154 -30.501 24.295 0.42 0.06 0.21 0.119
H 14.921 -26.689 7.361 -0.10 -0.17 -0.27 0.101
C 14.289 -33.672 13.523 0.98 0.30 0.63 -0.006
O 15.740 -31.430 12.520 -0.04 -0.34 -2.11 -0.011
H 17.011 -33.763 13.294 -0.24 0.18 -0.33 0.076
H 21.316 -28.999 10.703 -0.77 -0.66 -0.07 0.112
N 18.867 -27.000 12.229 1.38 -1.76 0.75 -0.081
N 9.729 -22.425 13.510 -3.55 1.59 -3.78 -0.130
H 7.781 -20.798 15.822 -0.45 -0.66 0.02 0.082
C 13.096 -28.376 9.109 0.64 0.36 0.93 -0.475
C 15.485 -24.970 21.903 -0.33 -2.18 -0.05 -0.334
H 5.655 -26.924 15.963 -0.12 0.22 0.03 0.081
H 20.369 -27.693 15.492 0.05 -0.03 0.03 0.069
H 11.827 -29.700 10.262 0.12 0.06 0.36 0.077
H 17.411 -26.696 13.362 -0.31 -0.13 0.34 0.033
H 8.509 -27.163 13.976 0.06 -0.32 0.00 0.110
H 12.384 -31.293 13.634 0.16 -0.27 0.04 0.068
H 19.033 -30.459 11.562 0.83 0.33 -0.39 0.089
H 8.031 -25.720 17.230 -0.06 0.35 -0.28 0.076
C 17.383 -28.578 17.862 0.60 2.80 2.90 -0.548
C 15.029 -21.320 11.108 -3.76 3.04 -3.24 -0.602
C 15.337 -32.834 14.382 -1.36 -0.63 -0.10 -0.459
H 12.539 -32.052 20.893 -0.42 0.36 -0.03 0.071
H 16.816 -34.465 14.820 -0.52 0.12 0.41 0.088
H 17.509 -30.692 15.632 -0.13 -0.26 0.37 0.109
H 13.255 -30.715 12.216 0.11 0.09 0.15 0.058
H 8.527 -22.135 10.556 0.37 0.75 0.52 0.118
H 10.572 -30.231 15.400 0.42 0.19 0.22 0.096
H 8.199 -31.428 15.047 0.15 0.28 -0.26 0.084
H 13.344 -33.149 13.374 0.06 -0.11 0.32 0.058
C 14.121 -25.451 11.409 -0.73 0.77 -0.37 -0.030
H 10.905 -24.814 12.980 0.01 0.56 0.61 0.068
H 13.456 -31.911 17.195 0.32 0.20 0.22 0.081
H 20.470 -29.346 14.890 -0.60 0.01 -0.35 0.080
H 13.207 -21.518 20.186 0.10 -0.31 0.25 0.086
H 10.796 -28.077 14.176 0.02 0.63 -0.18 0.086
C 18.555 -28.769 15.905 0.12 -1.79 -0.33 -0.304
H 7.117 -23.221 15.706 -0.09 0.57 -0.12 0.094
C 13.138 -31.679 20.062 0.94 -0.38 0.23 -0.017
C 15.345 -32.181 22.596 -0.65 1.26 1.14 -0.016
H 18.877 -21.899 12.360 -0.20 -0.01 -0.48 0.073
C 6.520 -26.875 15.302 0.01 0.95 1.39 -0.026
H 6.235 -21.851 13.544 0.39 0.31 1.20 0.123
H 11.701 -29.730 21.025 0.03 -0.11 -0.51 0.118
H 13.525 -22.184 18.621 -0.60 -0.38 -0.26 0.066
H 21.577 -26.725 10.401 -0.64 0.33 0.06 0.101
C 12.112 -27.910 8.018 0.06 -0.35 0.49 -0.014
O 16.673 -26.123 15.060 -1.68 -0.56 -0.03 0.125
H 17.907 -20.794 13.282 -0.72 -0.05 -0.17 0.092
O 18.419 -23.369 22.779 -2.48 -1.80 -0.89 0.131
H 12.436 -27.655 11.890 -0.16 -0.12 0.22 0.078
C 10.746 -22.371 17.894 -1.47 1.24 0.00 -0.073
O 17.000 -28.109 18.947 0.68 -0.78 -2.88 0.103
H 7.482 -20.903 12.731 -0.07 0.22 0.08 0.116
C 19.239 -24.932 13.572 -0.33 -0.69 0.54 -0.053
H 10.107 -25.232 11.607 -0.30 0.29 -0.64 0.082
C 17.565 -24.742 18.232 1.91 -1.48 -1.24 -0.099
C 8.560 -20.902 15.066 -0.08 0.26 0.74 -0.041
H 14.595 -26.196 12.048 0.62 0.39 -0.01 0.088
O 16.243 -21.626 18.074 1.86 -2.85 -0.96 0.105
H 11.095 -27.838 8.404 0.07 0.50 0.37 0.087
H 20.240 -23.790 18.036 -0.18 0.22 0.07 0.090
H 14.699 -33.847 12.528 0.11 0.06 0.01 0.072
C 12.762 -30.024 22.822 0.22 0.18 -0.74 -0.193
O 9.873 -23.455 18.193 -0.14 -0.82 -0.54 0.049
C 15.538 -25.795 15.321 -0.38 -1.80 3.41 -0.500
H 17.979 -28.416 15.050 0.09 -0.12 -0.18 0.117
H 12.436 -29.625 13.356 0.32 0.39 -0.02 0.064
C 18.958 -28.073 9.787 -0.29 0.11 1.00 -0.013
C 13.637 -29.329 19.141 0.24 -0.69 -0.82 -0.028
C 14.966 -32.761 15.910 0.61 0.24 -1.15 -0.119
C 19.625 -25.726 12.341 0.22 -0.21 -1.84 -0.503
C 12.741 -29.770 9.672 -0.76 0.53 -0.10 -0.030
C 9.327 -29.615 17.737 -0.06 0.00 1.50 -0.029
H 9.207 -31.967 16.343 0.24 0.43 0.30 0.091
C 13.287 -25.767 16.059 0.70 -1.29 -0.45 -0.291
H 18.803 -30.731 16.954 0.28 -0.27 -0.69 0.146
H 21.231 -26.448 13.556 0.24 -0.34 -0.13 0.102
H 10.709 -21.529 11.057 0.31 0.12 -0.04 0.094
H 13.631 -28.256 19.336 0.59 -0.08 0.49 0.067
C 9.789 -23.093 12.134 -0.52 -0.89 1.08 -0.448
H 9.128 -24.949 13.005 0.12 0.01 0.18 0.062
O 10.791 -22.623 14.315 1.29 -0.46 0.96 -0.016
C 9.767 -29.514 15.237 -0.73 -0.10 0.99 -0.140
H 13.251 -25.053 11.932 -0.72 -0.56 -0.18 0.073
C 7.175 -22.874 12.021 0.66 0.24 1.15 -0.191
H 9.761 -30.485 18.230 0.13 -0.49 -0.58 0.078
C 10.147 -23.883 19.409 -0.69 -1.62 0.86 -0.621
H 12.965 -20.540 18.879 -0.47 0.00 -0.53 0.091
H 6.231 -27.324 14.351 0.56 -0.39 0.12 0.093
H 16.852 -23.393 11.749 1.14 0.42 -1.36 0.131
O 14.342 -20.607 10.369 2.27 -1.43 1.36 0.116
H 13.506 -24.270 21.273 -0.10 -0.23 0.84 0.081
H 7.417 -26.992 18.124 0.29 -0.59 0.17 0.099
H 6.998 -23.878 12.407 -0.48 -0.06 0.11 0.106
C 19.865 -24.337 17.171 -1.07 0.51 0.04 0.011
H 18.107 -22.492 13.749 -0.24 0.18 0.23 0.052
H 14.699 -23.951 20.227 0.53 -0.54 -0.65 0.075
C 19.249 -28.207 11.358 1.17 -0.01 -0.87 -0.366
C 16.557 -25.941 21.478 -1.00 -1.54 -0.86 -0.117
C 8.419 -22.174 14.177 -0.21 0.75 1.82 -0.447
C 14.159 -29.967 23.344 0.88 -0.73 -0.23 -0.154
C 18.592 -29.512 11.873 -0.70 0.15 0.34 -0.046
H 21.782 -25.223 12.402 -0.37 0.42 0.27 0.116
H 13.923 -32.435 20.050 0.30 0.10 -0.54 0.074
C 16.559 -29.863 22.923 0.44 -1.06 -0.36 -0.036
H 19.917 -24.101 13.765 0.10 -0.02 -0.29 0.096
C 13.750 -24.447 15.499 -2.37 1.30 2.34 -0.089
O 16.263 -23.847 22.109 -0.55 3.34 1.19 0.107
H 16.428 -26.922 21.935 0.06 0.03 -0.06 0.118
C 8.476 -22.913 11.318 0.79 -0.69 -1.10 -0.162
C 21.117 -26.076 12.538 0.51 -1.12 -2.22 -0.091
C 18.315 -24.094 17.055 2.33 -2.52 -0.05 -0.320
O 16.315 -21.413 11.170 2.03 0.79 -1.83 0.144
N 7.530 -28.917 16.073 2.04 -0.05 -1.75 -0.117
H 16.543 -28.775 22.870 -0.34 -0.08 -0.96 0.054
O 16.668 -23.752 18.609 -1.04 -0.60 0.41 0.089
O 16.117 -30.779 20.210 -0.53 -0.85 -0.07 -0.019
H 12.375 -31.032 22.975 -0.29 -0.01 -0.14 0.105
C 13.895 -26.045 10.020 -0.44 -0.71 0.36 -0.449
H 10.889 -27.749 15.893 -0.17 0.10 0.22 0.074
C 8.137 -26.801 17.328 -0.76 1.79 0.81 -0.031
C 20.058 -28.720 15.681 0.14 0.03 0.36 -0.002
H 14.590 -24.489 11.201 1.09 -0.36 0.33 0.067
H 11.448 -22.641 17.105 0.07 0.02 0.14 0.117
H 6.448 -22.635 11.245 -0.47 0.10 0.50 0.119
H 20.555 -29.102 16.573 0.01 0.29 0.26 0.091
H 21.033 -28.965 12.454 0.13 0.20 0.12 0.099
H 15.421 -22.189 13.831 -0.45 0.54 0.01 0.141
C 14.995 -29.043 13.995 0.27 -0.55 -1.76 -0.023
H 14.138 -34.648 13.985 -0.19 0.00 0.05 0.081
H 17.919 -24.392 16.084 0.14 -0.36 0.01 0.119
H 15.086 -25.377 22.832 -0.21 0.57 0.41 0.158
H 19.362 -27.151 9.369 0.26 -0.20 0.02 0.061
H 9.968 -21.683 17.562 0.95 0.76 -0.53 0.118
H 22.642 -27.418 11.476 0.37 0.53 0.67 0.103
C 13.941 -30.489 15.639 -0.77 -1.96 0.06 -0.115
O 14.559 -26.450 16.100 1.65 -2.05 -1.26 0.057
H 16.813 -29.950 23.979 -0.30 -0.92 0.17 0.083
H 14.471 -28.942 23.542 -0.18 0.12 -0.04 0.108
H 20.116 -25.375 17.387 -0.18 -0.15 -0.49 0.080
H 12.975 -30.032 15.852 -0.03 0.68 -0.64 0.106
C 14.402 -24.761 20.894 -1.18 1.71 -0.33 -0.006
H 11.880 -22.678 11.762 0.08 0.16 0.12 0.066
H 18.594 -29.549 12.962 0.04 0.22 0.17 0.066
H 14.347 -32.610 22.694 -0.46 0.16 -1.11 0.066
C 15.278 -30.606 22.446 -0.69 0.10 0.05 -0.433
H 15.227 -28.937 12.935 0.46 0.21 -0.21 0.079
H 12.489 -26.955 7.651 -0.49 -0.24 -0.34 0.058
H 8.805 -23.603 15.847 0.25 0.21 -0.13 0.066
O 11.135 -23.182 19.927 1.28 -0.18 2.61 0.093
H 11.315 -21.845 14.111 0.50 0.12 0.36 0.115
H 18.389 -24.617 10.848 -0.13 -0.45 0.13 0.070
H 18.217 -24.553 13.592 0.03 -0.20 -0.16 0.063
C 8.905 -27.158 14.991 1.65 -0.35 0.61 -0.102
H 13.410 -23.988 9.226 0.32 -0.02 0.59 0.086
C 18.036 -30.164 16.426 0.74 1.04 -0.67 -0.028
H 9.459 -20.916 15.682 0.27 -0.07 -0.36 0.049
H 11.979 -28.645 7.225 0.58 0.01 -0.23 0.083
H 15.047 -33.766 16.325 -0.93 -0.28 -0.18 0.118
H 17.141 -25.698 17.924 -0.67 0.26 0.12 0.115
H 14.465 -29.088 7.642 -0.07 -0.27 -0.05 0.121
H 9.239 -26.140 15.193 -0.10 0.26 -0.20 0.091
H 15.240 -23.700 13.012 -0.02 0.12 -0.29 0.100
C 15.416 -22.638 12.838 0.40 -0.19 1.75 -0.115
C 8.034 -23.330 15.127 -0.01 -0.79 -0.55 -0.033
C 14.355 -30.428 14.131 -0.78 0.41 1.43 -0.429
C 15.322 -27.230 8.218 -1.09 1.12 0.45 -0.165
C 21.596 -27.116 11.419 0.14 0.17 1.71 -0.173
C 7.267 -21.867 13.192 0.05 -0.72 -1.96 -0.115
C 17.938 -21.818 12.909 -0.33 -1.25 -0.28 0.018
C 10.214 -28.066 15.098 -1.54 -0.30 -0.02 -0.150
H 15.601 -32.444 23.622 1.28 0.06 -0.03 0.074
H 11.786 -25.128 17.389 -0.67 -0.53 -0.20 0.085
H 6.763 -25.828 15.122 -0.43 0.13 -0.08 0.057
H 9.177 -26.875 17.643 -0.17 -0.66 0.01 0.079
H 15.823 -32.328 16.427 0.08 0.70 -0.04 0.103
O 12.101 -27.318 11.056 -0.71 0.44 -0.11 -0.026
C 12.600 -25.852 17.389 0.42 0.95 0.96 0.014
H 8.366 -23.765 10.646 0.64 -0.49 -0.03 0.121
H 16.488 -30.006 19.779 0.07 0.49 -0.01 0.051
H 11.036 -23.091 10.315 -0.43 -0.22 0.06 0.083
C 10.912 -22.579 11.269 0.54 0.73 0.37 -0.027
C 13.709 -31.932 16.135 0.51 -0.63 0.74 -0.163
C 17.544 -24.120 22.362 1.84 1.26 -0.09 -0.525
C 15.302 -26.242 9.401 0.07 0.10 -0.54 -0.132
N 13.230 -27.385 10.244 1.77 -0.52 -1.16 -0.096
H 16.683 -31.257 12.471 0.12 0.14 0.09 0.075
H 9.362 -29.818 14.272 -0.43 0.05 0.04 0.113
H 7.860 -24.210 14.507 0.09 -0.15 0.04 0.039
H 14.337 -28.194 14.183 -0.12 -0.27 0.63 0.077
O 17.178 -29.778 17.487 -1.76 -2.51 -0.42 0.079
H 13.603 -23.707 16.286 0.33 0.35 0.07 0.131
C 14.514 -28.503 8.560 1.62 0.57 -1.32 -0.138
H 16.365 -27.455 7.992 -0.11 -0.28 -0.14 0.094
O 18.050 -22.757 17.199 -1.31 2.10 0.33 0.107
C 9.984 -24.559 12.455 0.03 -1.53 -0.48 -0.040
H 5.657 -29.181 16.264 0.15 -0.15 -0.37 0.102
H 13.184 -25.485 18.233 0.71 0.16 -0.22 0.078
H 12.682 -29.480 18.638 -0.28 -0.32 0.11 0.070
O 17.733 -25.369 21.935 2.25 -0.53 0.53 0.086
C 8.677 -29.839 16.392 1.79 2.20 -2.11 -0.470
H 13.988 -25.624 20.371 0.70 -0.26 0.02 0.080
H 12.874 -28.503 21.338 0.27 0.11 0.02 0.106
O 18.206 -27.955 16.991 -0.24 1.65 1.43 0.072
H 16.556 -26.100 20.400 0.35 0.12 -0.09 0.106
C 13.132 -25.038 9.138 -1.12 0.10 -0.84 -0.033
C 7.768 -27.424 16.030 0.76 -2.41 -2.62 -0.477
H 16.133 -26.432 10.080 -0.50 -0.62 0.71 0.093
H 10.130 -28.877 17.733 -0.17 0.21 -0.11 0.061
H 13.177 -25.189 8.059 0.76 -0.43 -0.09 0.066
H 12.642 -26.268 15.336 0.11 -0.24 -0.19 0.136
H 8.589 -29.325 18.485 -0.14 0.41 -0.10 0.088
C 13.057 -30.517 13.270 0.29 -0.47 0.22 -0.009
H 13.065 -24.110 14.721 0.91 -0.07 -0.95 0.132
C 16.919 -22.657 17.922 -1.61 4.73 1.13 -0.521
O 9.625 -24.791 19.985 -0.08 0.04 -0.43 0.161
H 19.901 -25.287 10.191 -0.11 -0.05 0.10 0.065
C 12.728 -29.583 21.359 -0.01 -0.17 0.39 -0.138
C 20.863 -28.434 11.517 -2.04 1.11 -0.53 -0.134
C 16.707 -22.368 12.091 1.42 -0.49 2.61 -0.285
N 15.413 -31.457 13.838 -0.15 0.93 3.14 -0.121
H 12.840 -32.465 15.750 -0.08 0.29 -0.74 0.110
H 12.579 -31.728 19.128 -0.09 0.05 0.16 0.059
H 14.372 -29.560 18.370 0.28 0.09 0.13 0.060
H 13.556 -30.204 10.250 -0.08 0.16 0.00 0.066
H 14.628 -30.028 16.348 0.46 0.09 -0.45 0.092
H 12.342 -26.862 17.709 -0.48 0.03 -0.54 0.082
H 19.368 -25.645 14.387 -0.25 0.16 0.46 0.075
C 16.709 -33.507 14.310 0.63 0.04 -0.90 -0.046
H 10.675 -21.180 19.661 0.31 -0.01 0.64 0.159
O 17.483 -26.816 12.413 0.00 0.04 -0.99 -0.025
H 12.179 -29.308 23.401 -0.37 -0.25 0.05 0.115
H 18.303 -25.007 18.989 -0.27 0.40 0.59 0.138
C 19.423 -24.872 11.079 0.53 0.70 0.24 -0.016
H 17.510 -32.857 14.663 -0.09 0.17 0.33 0.069
H 17.356 -30.314 22.331 0.46 0.53 0.15 0.079
H 19.326 -28.946 9.248 0.53 0.03 0.16 0.080
H 15.582 -25.248 9.051 -0.05 0.20 -0.35 0.115
N 15.068 -30.276 20.999 -0.58 1.73 0.86 -0.101
H 17.560 -29.667 11.558 -0.28 0.69 -0.04 0.062
C 8.416 -31.257 16.102 -2.08 -2.01 -0.47 -0.067
H 12.047 -25.074 9.234 -0.13 -0.09 0.81 0.079
H 17.907 -28.079 9.501 -0.33 0.21 0.61 0.046
H 8.472 -19.918 14.605 0.47 -0.22 -0.79 0.079
O 6.430 -29.178 16.832 -1.18 -0.51 2.15 -0.021
H 15.269 -28.980 9.185 -0.82 -0.72 0.74 0.111
H 20.380 -23.939 16.296 0.04 -0.31 -0.04 0.070
O 14.455 -22.109 11.963 -1.58 -1.35 1.85 0.079